Record 1
Below is a cluster of 10 separate species, C30H48Cl6F4O21 in total in a non-equilibrium geometry, with properties calculated with ωB97M-V/def2-TZVPD.

Geometry as XYZ:
```
109
Properties=species:S:1:pos:R:3:lowdin_charge:R:1
O 2.4123 -1.8419 -6.4234 0.17
C 1.8392 -2.5149 -5.6245 -0.51
O 0.7744 -2.2775 -4.8578 0.07
C 0.4450 -3.4264 -4.0621 -0.03
C 1.1647 -4.5516 -4.8185 -0.27
F 0.2699 -4.9376 -5.8050 0.04
O 2.2512 -3.8539 -5.3732 0.10
H 0.8902 -3.3325 -3.1460 0.09
H -0.6128 -3.5412 -4.0296 0.14
H 1.4421 -5.3741 -4.1774 0.16
O 4.9311 -2.7273 1.1153 0.17
C 5.3511 -1.6877 1.5255 -0.55
O 6.1632 -1.5714 2.5646 0.12
C 6.1937 -0.1370 2.8498 -0.03
C 5.7273 0.5263 1.6040 -0.37
F 6.7637 0.7971 0.8295 0.11
O 5.0130 -0.4864 0.9708 0.12
H 5.5754 0.0914 3.6955 0.13
H 7.1812 0.2016 3.1260 0.14
H 5.0760 1.4033 1.8100 0.14
O -0.1937 -5.6850 -1.6801 0.15
C 0.7633 -5.5988 -0.9528 -0.53
O 1.9869 -5.3831 -1.3994 0.05
C 2.9771 -5.2447 -0.3266 0.00
C 2.1183 -5.6449 0.9100 -0.31
F 2.0894 -4.7171 1.9045 0.06
O 0.7937 -5.7676 0.4403 0.11
H 3.8431 -5.8935 -0.4823 0.13
H 3.2435 -4.0801 -0.1428 0.15
H 2.4173 -6.5855 1.3295 0.15
O -1.9981 3.7635 -6.6028 0.15
C -1.7998 2.7888 -5.9154 -0.45
O -0.6193 2.4406 -5.3085 0.03
C -0.5547 1.0536 -4.7828 0.00
C -1.9018 0.4815 -5.2298 -0.32
F -2.5314 0.1119 -4.1489 0.10
O -2.5917 1.6000 -5.8678 0.07
H 0.3785 0.5668 -5.1943 0.15
H -0.5797 1.0489 -3.7133 0.12
H -1.8301 -0.3823 -5.8831 0.16
C -5.4388 3.7932 -3.9922 -0.05
C -5.1425 2.4328 -3.4266 -0.24
O -3.9145 2.4464 -2.7652 0.04
C -3.6315 1.4941 -1.8582 -0.54
O -2.5850 1.5666 -1.2179 0.08
O -4.6812 0.6590 -1.6013 -0.01
C -4.3947 -0.1934 -0.4479 -0.06
H -4.8022 4.1245 -4.8379 0.09
H -5.4482 4.5556 -3.3054 0.05
H -6.3661 3.7844 -4.5424 0.08
H -5.1452 1.6900 -4.2599 0.14
H -5.9231 2.0991 -2.7295 0.13
H -5.0314 -1.0154 -0.4282 0.05
H -4.3474 0.4294 0.4739 0.10
H -3.4342 -0.6889 -0.5155 0.06
C 1.5257 0.2749 1.5520 -0.04
C 1.1428 0.2656 0.0747 -0.16
O 2.1505 -0.2947 -0.8075 0.03
C 2.2202 -1.5972 -0.8564 -0.61
O 1.4993 -2.3654 -0.2479 0.11
O 3.2002 -2.0927 -1.6380 -0.03
C 3.9313 -1.2027 -2.5149 -0.02
H 0.6622 0.6234 2.0986 0.05
H 2.3245 1.0171 1.8531 0.08
H 1.8982 -0.6914 1.9616 0.09
H 0.9243 1.2254 -0.3429 0.06
H 0.2783 -0.3616 -0.0757 0.11
H 3.3881 -0.2542 -2.7695 0.10
H 4.2371 -1.7642 -3.4093 0.09
H 4.8574 -0.8159 -1.9294 0.12
C -3.1723 0.0451 5.6135 -0.09
C -4.1651 0.0065 4.5271 -0.20
O -4.1986 1.2310 3.7016 0.06
C -3.1816 1.4174 2.9135 -0.63
O -2.1905 0.7309 2.7438 0.06
O -3.4291 2.5917 2.2755 0.00
C -2.4092 3.1191 1.3980 -0.03
H -2.2207 0.0274 5.1504 0.05
H -3.2682 -0.9167 6.2329 0.10
H -3.2730 0.9321 6.2160 0.08
H -5.1364 -0.0152 5.0308 0.13
H -3.9809 -0.8127 3.8452 0.05
H -1.5173 3.3836 2.0021 0.05
H -2.7760 4.0200 1.1111 0.06
H -2.0594 2.5170 0.6191 0.05
Cl -0.1521 2.8046 4.2953 0.63
C 0.3689 3.9714 5.5440 -0.63
C 1.7810 3.7000 5.9330 -0.71
Cl 2.9994 3.9498 4.6851 0.58
H -0.3455 3.7923 6.3256 0.07
H 0.2020 4.9868 5.2594 0.07
H 1.7663 2.6926 6.3458 0.07
H 2.0990 4.2974 6.8422 0.10
Cl 1.0163 3.7763 -1.1365 0.56
C 1.6118 5.0571 -0.0066 -0.65
C 2.3409 4.5146 1.1756 -0.63
Cl 3.9906 3.8778 0.6615 0.52
H 0.6672 5.6051 0.2809 0.09
H 2.3559 5.6676 -0.6294 0.09
H 1.7949 3.6458 1.5558 0.04
H 2.4714 5.2965 1.9371 0.07
Cl -2.6085 -3.4315 4.6331 0.62
C -1.9015 -3.7233 3.0534 -0.68
C -2.0736 -2.5388 2.1723 -0.63
Cl -3.7740 -2.3425 1.6972 0.66
H -2.3322 -4.5516 2.5787 0.05
H -0.8430 -3.8638 3.0235 0.07
H -1.4475 -2.5694 1.3018 0.07
H -1.8258 -1.6669 2.8696 0.07
```

Energy in Eh: -5912.60954
HOMO level in eV: -10.59
Charge: 0
SMILES: O=C1OC[C@@H](F)O1.O=C1OC[C@@H](F)O1.O=C1OC[C@@H](F)O1.O=C1OC[C@@H](F)O1.CCOC(=O)OC.CCOC(=O)OC.CCOC(=O)OC.ClCCCl.ClCCCl.ClCCCl
Relative energy (zero: lowest compared OMol25 entry of this formula, charge and spin) in kJ/mol: 121.8

---

Record 2
Below is a structure of composition C13H12N3O9S2Y, with properties calculated with ωB97M-V/def2-TZVPD.

Geometry as XYZ:
```
40
Properties=species:S:1:pos:R:3:lowdin_charge:R:1
Y -0.0558 -0.0760 0.2478 1.20
C -4.9902 1.0159 -0.5269 -0.18
C -3.6259 0.3726 -0.4127 -0.84
S -2.3369 1.4580 0.1060 0.46
C -3.4631 -0.9259 -0.7271 -0.83
C -4.6372 -1.7582 -1.1935 -0.18
S -1.9359 -1.8101 -0.6076 0.42
H -5.0104 1.9516 0.0298 0.04
H -5.7840 0.3684 -0.1408 0.06
H -5.2385 1.2475 -1.5701 0.07
H -5.2416 -1.2325 -1.9396 0.06
H -5.3047 -2.0215 -0.3629 0.06
H -4.2846 -2.6884 -1.6361 0.03
N -0.6196 0.3042 2.6222 -0.08
C 0.4162 -0.2653 3.4882 -0.16
C 1.0183 -1.5405 2.8709 -0.67
O 1.5823 -2.3334 3.6193 -0.01
O 0.8949 -1.6347 1.6008 -0.17
H -0.7378 1.3029 2.7519 0.07
H -1.5277 -0.1219 2.7714 0.09
H 0.0640 -0.4997 4.4952 0.11
H 1.2208 0.4676 3.5731 0.12
O 2.3459 -0.0472 -0.5401 -0.03
C 1.9360 1.0121 -1.0705 -0.69
O 0.8484 1.0889 -1.7019 -0.07
C 2.5558 2.3065 -0.6249 -0.05
C 3.5257 3.0259 -1.2389 0.06
C 3.9559 4.2362 -0.6536 -0.17
C 3.4141 4.6881 0.5292 0.06
C 2.4385 3.9396 1.1664 -0.06
C 1.9244 2.7217 0.6170 -0.28
O 0.9903 2.0321 1.1021 -0.09
N 1.9449 4.4606 2.4297 -0.35
O 2.0963 5.6583 2.6560 0.02
O 1.4259 3.6953 3.2188 0.07
N 4.9851 5.0124 -1.2941 -0.38
O 5.4604 4.5941 -2.3433 0.03
O 5.3491 6.0614 -0.7744 0.02
H 3.9753 2.6967 -2.1644 0.13
H 3.7530 5.6139 0.9655 0.12
```

Energy in Eh: -2178.89197
HOMO level in eV: -1.23
Charge: -2
Relative energy (zero: lowest compared OMol25 entry of this formula, charge and spin) in kJ/mol: 3.4

---

Record 3
Below is a cluster of 6 separate species, C38H47F4N6OPS2 in total, with properties calculated with ωB97M-V/def2-TZVPD.

Geometry as XYZ:
```
99
Properties=species:S:1:pos:R:3:lowdin_charge:R:1
C -0.1244 0.0645 0.1345 -0.08
C -0.2108 -0.4204 -1.2931 -0.52
F -0.6991 0.6360 -2.0886 -0.11
P 1.3659 -0.9713 -2.1258 1.05
C 2.6484 -0.1874 -1.0645 -0.42
C 2.9838 1.2724 -1.4004 -0.29
C 4.4904 1.5154 -1.4034 -0.48
S 5.2857 1.9232 0.1845 0.88
C 4.5744 0.7568 1.3659 -1.06
S 3.1594 1.1023 2.1217 0.68
N 5.3877 -0.2848 1.6829 -0.16
C 6.1261 -1.0143 0.6336 -0.12
C 5.5116 -2.3809 0.2762 -0.17
O 5.0782 -3.1233 1.3976 -0.17
C 4.1706 -2.3320 2.1498 -0.17
C 4.9684 -1.1927 2.7513 -0.16
C 1.6111 -2.6766 -1.4097 -0.36
C 0.3901 -3.5494 -1.1367 -0.13
C -0.3885 -4.0035 -2.3576 -0.63
F -0.4482 -5.3503 -2.4361 0.11
F 0.1498 -3.5784 -3.5117 0.12
F -1.6653 -3.5677 -2.3448 0.12
H -1.1157 0.2533 0.5445 0.06
H 0.3711 -0.6821 0.7611 0.08
H 0.4408 0.9947 0.1846 0.06
H -0.9531 -1.2179 -1.3739 0.09
H 2.3675 -0.2891 -0.0190 0.01
H 3.5323 -0.8146 -1.2187 0.06
H 2.5120 1.9488 -0.6862 0.09
H 2.6069 1.5152 -2.3972 0.10
H 4.7510 2.3841 -2.0101 0.07
H 4.9978 0.6541 -1.8447 0.07
H 6.1478 -0.4017 -0.2619 0.08
H 7.1626 -1.1438 0.9523 0.13
H 4.6787 -2.2548 -0.4274 0.10
H 6.2789 -2.9769 -0.2165 0.13
H 3.6782 -2.9552 2.8934 0.14
H 3.4076 -1.9238 1.4723 0.11
H 5.8874 -1.6239 3.1592 0.14
H 4.4604 -0.6565 3.5463 0.09
H 2.3223 -3.1806 -2.0650 0.07
H 2.1108 -2.5635 -0.4438 0.06
H 0.7237 -4.4512 -0.6209 0.11
H -0.3028 -3.0406 -0.4686 0.11
C -2.4192 5.1751 2.0831 -0.07
C -1.1806 4.5937 2.3122 -0.07
C -0.9645 3.2994 1.8607 -0.15
N -1.8874 2.5792 1.2257 0.05
C -3.0734 3.1484 1.0064 -0.16
C -3.3835 4.4364 1.4161 -0.08
H -2.6241 6.1861 2.4114 0.11
H -0.3927 5.1310 2.8227 0.10
H -0.0031 2.8181 2.0173 0.10
H -3.7888 2.5405 0.4606 0.08
H -4.3607 4.8499 1.2047 0.11
C 4.6389 -7.6966 -1.2878 -0.08
C 3.5346 -7.2490 -1.9952 -0.06
C 2.9266 -6.0686 -1.5955 -0.14
N 3.3383 -5.3399 -0.5586 0.08
C 4.4035 -5.7801 0.1101 -0.14
C 5.0856 -6.9435 -0.2135 -0.06
H 5.1423 -8.6124 -1.5695 0.11
H 3.1480 -7.7974 -2.8432 0.10
H 2.0669 -5.6955 -2.1438 0.09
H 4.7254 -5.1674 0.9463 0.09
H 5.9451 -7.2475 0.3681 0.10
C -2.8302 0.8737 6.4742 -0.09
C -2.4876 1.5287 5.3029 -0.07
C -3.0640 1.1096 4.1114 -0.14
N -3.9337 0.1029 4.0338 0.06
C -4.2534 -0.5184 5.1662 -0.16
C -3.7343 -0.1743 6.4059 -0.08
H -2.4016 1.1731 7.4223 0.10
H -1.7856 2.3522 5.3033 0.10
H -2.8167 1.6018 3.1796 0.07
H -4.9623 -1.3347 5.0773 0.10
H -4.0343 -0.7167 7.2924 0.10
C -5.7483 -0.1745 -3.3632 -0.08
C -6.5836 0.6010 -2.5735 -0.08
C -6.0421 1.2373 -1.4669 -0.16
N -4.7605 1.1401 -1.1197 0.05
C -3.9680 0.3941 -1.8862 -0.13
C -4.4121 -0.2805 -3.0143 -0.06
H -6.1330 -0.6861 -4.2361 0.10
H -7.6340 0.7118 -2.8066 0.10
H -6.6659 1.8514 -0.8255 0.10
H -2.9273 0.3449 -1.5876 0.09
H -3.7204 -0.8695 -3.6012 0.10
C -4.9852 5.3071 -2.8232 -0.08
C -5.1887 6.4169 -3.6280 -0.08
C -4.2646 7.4504 -3.5747 -0.16
N -3.1890 7.4382 -2.7908 0.05
C -3.0056 6.3657 -2.0239 -0.15
C -3.8695 5.2806 -2.0025 -0.07
H -5.6802 4.4767 -2.8349 0.10
H -6.0444 6.4851 -4.2862 0.10
H -4.3928 8.3326 -4.1925 0.10
H -2.1235 6.3737 -1.3924 0.10
H -3.6664 4.4331 -1.3635 0.08
```

Energy in Eh: -3417.12586
HOMO level in eV: -8.28
Charge: 0
SMILES: C[C@@H](F)P(CCCSC(=S)N1CCOCC1)CCC(F)(F)F.c1ccncc1.c1ccncc1.c1ccncc1.c1ccncc1.c1ccncc1

---

Number 1: E_LUMO 0.07 eV. Number 2: E_LUMO 4.18 eV. Number 3: E_LUMO 0.06 eV.